Formula: C4H10NOS
Source: the OMol25 dataset
Level of theory: the ωB97M-V functional and the def2-TZVPD basis

The geometry in XYZ format:
```
17
Properties=species:S:1:pos:R:3:forces:R:3:mulliken_charge:R:1
O -0.608 0.659 1.368 -0.1 1.2 -0.2 -0.270
C -0.461 -0.443 0.951 0.0 -1.1 1.2 -0.274
C -0.024 -0.715 -0.426 0.7 0.5 -1.2 0.304
C 0.134 -2.044 -0.959 -0.6 -0.2 0.6 -0.454
C 1.392 -1.977 -1.725 -0.1 -1.0 -2.7 -0.701
S 0.846 -2.371 -3.709 -0.6 -0.8 0.2 -0.128
N -0.811 4.718 3.352 1.7 -1.1 0.6 -0.606
H -0.672 -1.316 1.590 0.0 -0.2 -0.2 0.335
H 0.215 0.117 -1.089 -0.2 0.1 0.3 0.397
H -0.765 -2.347 -1.531 0.0 -0.1 0.1 0.426
H 0.207 -2.733 -0.112 -0.1 -0.3 -0.1 0.407
H 1.611 -1.399 -2.724 1.1 1.7 1.9 0.320
H 2.154 -2.738 -1.607 0.1 0.2 0.6 0.436
H -0.022 -1.350 -3.625 -0.1 -0.1 -0.3 0.197
H -0.919 3.739 3.161 -0.2 -0.1 0.2 0.188
H -1.362 5.253 2.764 -1.3 1.2 -1.0 0.204
H -0.914 4.948 4.321 -0.2 0.0 0.2 0.218
```
Positions in Å, forces in eV/Å.

Output
F_max in eV Å⁻¹: 2.9
HOMO in eV: -11.6
Kohn-Sham gap in eV: 3.23
Total charge: +1

=====

Formula: C4H10NOS2
Source: the OMol25 dataset
Level of theory: the ωB97M-V functional and the def2-TZVPD basis

The geometry in XYZ format:
```
18
Properties=species:S:1:pos:R:3:forces:R:3:mulliken_charge:R:1
N -0.819 -0.196 -1.765 0.3 1.5 -2.7 -0.222
C -1.787 -0.086 -0.693 -4.1 0.1 2.8 0.081
C -2.419 -1.413 -0.254 0.1 1.4 -1.5 -0.648
O -1.716 -2.422 -0.129 2.0 -1.7 0.2 -0.622
C -1.146 0.432 0.728 -0.8 -1.0 -2.5 -0.736
S 0.313 1.482 0.588 0.3 1.0 0.5 -0.157
S 1.791 0.255 -0.051 0.6 -0.8 -1.6 -0.086
C 3.129 0.060 1.122 -2.1 0.9 4.0 -0.788
H -1.147 0.091 -2.721 -0.5 -0.4 1.0 0.442
H -0.553 -1.159 -1.884 0.7 -0.9 0.5 0.378
H -0.044 0.479 -1.664 0.3 -0.7 0.5 0.167
H -2.749 0.476 -1.036 2.2 -0.2 0.5 0.217
H -3.463 -1.478 -0.071 -1.2 0.6 0.0 0.425
H -2.000 1.006 1.087 0.5 0.2 0.6 0.360
H -0.984 -0.511 1.250 0.2 0.4 0.4 0.355
H 3.076 -0.899 1.670 -0.4 0.3 -0.3 0.285
H 4.144 0.105 0.825 0.7 0.8 -1.1 0.329
H 2.853 0.889 1.918 1.1 -1.6 -1.4 0.220
```
Positions in Å, forces in eV/Å.

Output
F_max in eV Å⁻¹: 4.9
2S+1: 2
HOMO (spin up / spin down) in eV: -4.3 / -8.0
Kohn-Sham gap (spin up / spin down) in eV: 4.52 / 8.07
Total charge: 0

=====

Formula: C4H10NOSe
Source: the OMol25 dataset
Level of theory: the ωB97M-V functional and the def2-TZVPD basis

The geometry in XYZ format:
```
17
Properties=species:S:1:pos:R:3:forces:R:3:mulliken_charge:R:1
C 0.822 -0.635 0.764 -0.4 -1.9 -2.7 -0.027
C 0.315 2.242 0.126 1.5 0.1 -0.3 -0.850
C -0.199 -0.180 -1.789 0.8 0.0 2.9 -0.889
C -0.701 -0.864 0.631 -0.8 -2.6 -2.7 -0.181
N -1.155 -2.103 0.317 2.2 0.4 0.2 -0.229
O 1.508 -1.912 0.528 0.7 2.6 0.4 -0.543
Se 1.244 0.656 -0.738 -0.9 -0.1 1.2 0.440
H 0.885 -0.206 1.710 1.2 0.6 1.9 0.485
H -0.209 2.764 -0.685 0.1 -0.2 0.4 0.341
H -0.351 1.879 0.904 -0.1 0.1 -0.2 0.296
H 1.136 2.886 0.565 -1.0 -0.8 -0.6 0.323
H -0.610 0.640 -2.335 -0.2 -0.2 -1.1 0.389
H 0.272 -1.122 -2.138 -0.6 0.9 -0.5 0.277
H -1.408 -0.158 1.097 0.5 -0.5 -0.3 0.273
H 2.503 -1.731 0.506 -1.9 -0.4 0.2 0.357
H -0.483 -2.745 -0.231 -1.4 1.4 1.5 0.271
H -2.072 -2.488 0.552 0.4 0.6 -0.2 0.267
```
Positions in Å, forces in eV/Å.

Output
F_max in eV Å⁻¹: 3.9
HOMO (spin up / spin down) in eV: -11.5 / -11.5
Kohn-Sham gap (spin up / spin down) in eV: 6.78 / 6.78
Total charge: +1

=====

Formula: C4H10NP
Source: the OMol25 dataset
Level of theory: the ωB97M-V functional and the def2-TZVPD basis

The geometry in XYZ format:
```
16
Properties=species:S:1:pos:R:3:forces:R:3:mulliken_charge:R:1
C -2.388 -0.005 -1.441 -0.8 -4.2 -0.3 -0.908
C -1.147 0.622 -0.996 0.9 1.1 -0.9 0.054
N -0.045 0.237 -0.533 -1.2 1.3 -0.4 -0.173
P 0.716 -1.047 0.235 1.4 1.0 1.0 0.005
C 0.455 -0.288 1.934 -2.4 1.7 -0.7 -1.118
C 2.398 -0.155 0.088 -2.0 -2.5 -5.0 -1.127
H -2.235 -0.529 -2.495 -0.4 1.6 1.9 0.237
H -2.635 -0.913 -0.791 0.2 1.1 -0.7 0.240
H -3.227 0.685 -1.385 0.1 -0.1 -0.4 0.319
H -1.219 1.678 -1.295 0.5 0.3 0.2 0.305
H -0.449 -0.665 2.449 0.3 0.2 -0.4 0.294
H 1.246 -0.439 2.574 2.1 -1.1 1.4 0.433
H 0.420 0.871 1.945 -0.3 -1.8 -0.6 0.337
H 2.625 0.017 -1.030 -1.0 0.1 1.3 0.312
H 2.325 0.749 0.524 0.3 2.8 1.9 0.377
H 3.161 -0.819 0.219 2.3 -1.5 1.8 0.414
```
Positions in Å, forces in eV/Å.

Output
F_max in eV Å⁻¹: 5.9
HOMO in eV: -7.9
Kohn-Sham gap in eV: 8.89
SMILES string: C/C=N\P(C)C
Total charge: 0

=====

Formula: C4H10NS
Source: the OMol25 dataset
Level of theory: the ωB97M-V functional and the def2-TZVPD basis

The geometry in XYZ format:
```
16
Properties=species:S:1:pos:R:3:forces:R:3:mulliken_charge:R:1
C -1.046 1.122 -1.749 3.2 -1.0 0.7 -0.237
C 0.456 -0.490 2.232 0.1 1.3 0.7 -1.090
C 0.249 -1.537 -0.764 1.0 2.7 2.1 -0.794
C 0.369 0.329 0.846 3.4 -1.5 -1.2 -0.162
N -0.378 -0.546 0.073 -1.5 0.6 -1.7 -0.185
S -0.192 2.189 -2.599 -2.3 0.7 -0.1 0.035
H -2.018 1.220 -1.437 -2.4 0.4 0.3 0.382
H 1.117 -1.339 2.263 0.8 0.0 -0.7 0.359
H 0.881 0.289 2.995 -1.4 -1.6 -1.1 0.312
H -0.525 -0.998 2.408 0.5 1.3 0.4 0.372
H -0.333 -1.601 -1.611 -1.1 -0.9 -1.7 0.363
H 0.289 -2.370 -0.121 -0.1 -1.7 0.5 0.367
H 1.233 -1.168 -0.930 1.2 -0.3 -0.7 0.374
H 1.421 0.632 0.312 -2.2 -0.8 1.7 0.358
H -0.243 1.161 0.971 -0.7 1.7 0.8 0.318
H -1.278 3.108 -2.889 1.6 -0.8 0.1 0.226
```
Positions in Å, forces in eV/Å.

Output
F_max in eV Å⁻¹: 3.9
HOMO (spin up / spin down) in eV: -13.4 / -14.1
Kohn-Sham gap (spin up / spin down) in eV: 6.83 / 8.15
Total charge: +1

=====

Formula: C4H10NS
Source: the OMol25 dataset
Level of theory: the ωB97M-V functional and the def2-TZVPD basis

The geometry in XYZ format:
```
16
Properties=species:S:1:pos:R:3:forces:R:3:mulliken_charge:R:1
C -0.796 1.044 0.232 -0.2 -3.2 -2.9 -0.660
C -1.647 -0.008 -0.421 -0.7 0.4 -5.8 -0.075
C 1.879 -0.204 0.353 0.4 0.7 1.0 -1.063
C 0.711 -0.969 -0.162 -0.1 -1.4 -0.8 -0.395
N -0.587 -0.497 0.378 1.2 1.3 2.9 0.090
S -3.357 -0.147 0.041 0.8 0.4 0.3 -0.104
H -0.030 1.604 -0.255 0.3 0.0 -0.3 0.270
H -1.323 1.424 0.997 -1.2 1.6 3.0 0.398
H -1.459 -0.350 -1.997 -0.2 1.0 4.7 0.289
H 2.806 -0.640 -0.059 -0.4 0.2 0.4 0.354
H 1.876 0.894 0.160 0.0 -0.9 -0.1 0.351
H 1.803 -0.333 1.444 0.8 0.2 -0.2 0.334
H 0.816 -2.050 0.130 -0.3 1.0 -0.5 0.358
H 0.613 -0.868 -1.237 0.0 -0.3 -0.2 0.249
H -0.810 -0.784 1.368 0.1 0.0 -1.4 0.424
H -3.341 -1.425 -0.261 -0.4 -0.8 -0.1 0.180
```
Positions in Å, forces in eV/Å.

Output
F_max in eV Å⁻¹: 5.9
HOMO in eV: -14.1
Kohn-Sham gap in eV: 10.18
Total charge: +1

=====

Formula: C4H10NS
Source: the OMol25 dataset
Level of theory: the ωB97M-V functional and the def2-TZVPD basis

The geometry in XYZ format:
```
16
Properties=species:S:1:pos:R:3:forces:R:3:mulliken_charge:R:1
C -0.767 0.501 0.689 1.6 1.0 -1.1 -0.540
C -1.937 0.267 -0.231 -3.7 -1.9 3.3 -0.598
C -0.066 -0.649 -0.153 0.9 -2.5 2.5 -0.351
C 2.600 0.280 0.705 1.1 -1.1 -2.5 -0.767
N -1.142 -0.445 -1.173 3.1 -0.1 -4.0 -0.048
S 1.615 -0.303 -0.750 -0.8 -0.4 0.0 -0.083
H -0.214 1.446 0.355 -0.7 -1.1 0.4 0.312
H -0.871 0.623 1.762 -0.1 -0.8 0.0 0.394
H -2.785 -0.416 0.239 1.9 1.2 -1.0 0.270
H -2.417 1.066 -0.666 -1.1 1.9 -0.8 0.364
H -0.349 -2.307 0.322 0.6 4.2 -0.9 0.335
H 3.518 0.620 0.082 -1.4 -0.1 1.4 0.304
H 2.913 -0.646 1.207 -0.3 0.8 0.5 0.296
H 2.065 1.060 1.221 0.3 0.1 0.4 0.335
H -1.378 -1.322 -1.639 -0.7 0.2 0.2 0.339
H -0.784 0.226 -1.971 -0.6 -1.4 1.7 0.440
```
Positions in Å, forces in eV/Å.

Output
F_max in eV Å⁻¹: 5.3
HOMO in eV: -13.1
Kohn-Sham gap in eV: 8.96
Total charge: +1

=====

Formula: C4H10NS
Source: the OMol25 dataset
Level of theory: the ωB97M-V functional and the def2-TZVPD basis

The geometry in XYZ format:
```
16
Properties=species:S:1:pos:R:3:forces:R:3:mulliken_charge:R:1
C 2.155 -1.182 1.594 0.4 -0.7 1.6 -0.481
C 1.079 -1.439 0.987 -3.9 1.0 -3.6 -0.046
C -1.336 -0.385 -0.724 -0.2 2.5 -0.9 -1.021
C 0.101 0.031 -0.738 2.7 -2.2 0.8 -0.374
N 0.301 1.462 -0.447 -3.5 2.5 0.5 -0.329
S -2.534 0.864 -1.544 1.6 -0.8 -1.8 -0.223
H 2.458 -1.929 2.343 0.4 0.5 -0.3 0.271
H 2.501 -0.197 1.516 1.4 1.0 0.1 0.272
H 0.248 -2.105 0.811 0.5 -0.3 0.3 0.339
H -1.602 -1.358 -1.002 0.3 -1.4 -1.0 0.501
H -1.760 -0.283 0.219 -0.2 0.0 2.2 0.436
H 0.865 -0.278 -1.511 -1.5 0.3 0.6 0.372
H 1.244 1.830 -0.383 0.3 -0.3 -0.3 0.367
H -0.173 1.687 0.475 0.8 -0.4 -1.0 0.392
H -0.333 2.146 -1.110 1.6 -2.0 1.2 0.350
H -3.213 1.137 -0.486 -0.8 0.3 1.4 0.174
```
Positions in Å, forces in eV/Å.

Output
F_max in eV Å⁻¹: 5.4
HOMO (spin up / spin down) in eV: -12.8 / -12.8
Kohn-Sham gap (spin up / spin down) in eV: 8.56 / 8.55
Total charge: +1

=====

Which relative energy (zero: lowest compared OMol25 entry of this formula, charge and spin) belongs to each record? In order, 750.37 106.53 228.95 124.66 692.05 374.05 431.47 497.47 kJ/mol.